(1)
One molecule with the formula C4H8N2O3 in a non-equilibrium geometry. Source: OMol25; level of theory: the ωB97M-V functional and the def2-TZVPD basis.

CARTESIAN COORDINATES (ANGSTROEM)
C -2.417 0.069 -0.338
C 2.193 1.086 -0.020
C -1.408 -0.932 -0.616
C 1.131 0.069 0.331
N 0.070 -0.133 -0.551
N 1.212 -0.656 1.481
O 0.115 0.516 -1.604
O 2.207 -0.516 2.180
O 0.333 -1.478 1.733
H -2.241 1.031 -0.853
H -2.245 0.497 0.823
H -3.311 -0.479 -0.697
H 1.724 1.932 -0.566
H 2.549 1.280 0.900
H 3.060 0.833 -0.616
H -1.465 -1.804 0.003
H -1.507 -1.315 -1.590

The value obtained for the maximum force is 4.60 eV Å⁻¹. Its spin multiplicity is 1. For the frontier orbital gap (alpha / beta), the calculation gives 0.306 / 0.306 Ha. Its charge is 0. The HOMO energy (alpha / beta) comes out at -9.34 / -9.34 eV. The total energy is -13393.488 eV. As for the energy above the lowest of the compared OMol25 structures with the same formula, charge and spin: 189.1 kcal per mole.

=====

(2)
C8H22Br2ClN3O3PV as an isolated structure in a non-equilibrium geometry. Source: OMol25; level of theory: the ωB97M-V functional and the def2-TZVPD basis.

CARTESIAN COORDINATES (ANGSTROEM)
O 2.718 1.925 -2.053
V 2.645 1.434 -0.605
O 3.695 1.971 0.448
Cl 3.062 -1.030 -0.553
Br 1.101 -1.653 4.571
C 2.364 -3.007 3.905
C 1.994 -3.180 2.439
Br 3.176 -4.604 1.798
H 2.058 -3.880 4.494
H 3.400 -2.710 4.092
H 2.191 -2.269 1.902
H 1.026 -3.630 2.343
O 0.826 1.576 0.135
P -0.441 1.040 -0.513
N -1.175 0.042 0.604
C -2.496 -0.593 0.421
C -0.377 -0.600 1.633
N -0.193 0.126 -1.862
C -0.100 -1.331 -1.773
C 0.042 0.635 -3.202
N -1.365 2.341 -0.989
C -2.362 2.539 -2.079
C -1.249 3.354 0.058
H -3.167 -0.474 1.250
H -2.506 -1.632 0.105
H -3.067 -0.082 -0.322
H 0.670 -0.224 1.492
H -0.346 -1.705 1.588
H -0.768 -0.275 2.608
H 0.910 -1.714 -2.019
H -0.326 -1.693 -0.754
H -0.845 -1.759 -2.457
H -0.839 0.484 -3.829
H 0.302 1.699 -3.176
H 0.835 0.095 -3.698
H -2.176 3.516 -2.501
H -2.233 1.749 -2.838
H -3.384 2.578 -1.691
H -0.250 3.769 0.000
H -1.377 3.016 1.100
H -1.973 4.156 -0.073

The value obtained for the maximum force is 5.88 eV Å⁻¹. Its spin multiplicity is 1. For the frontier orbital gap, the calculation gives 0.351 Ha. Its charge is 0. The HOMO energy comes out at -9.73 eV. The total energy is -206853.003 eV.

=====

(3)
An isolated ion of composition C9H16NO4Si and charge -1 in a non-equilibrium geometry. Source: OMol25; level of theory: the ωB97M-V functional and the def2-TZVPD basis.

CARTESIAN COORDINATES (ANGSTROEM)
C -0.617 -0.076 0.092
C -2.984 1.762 -2.426
C 1.645 0.277 -2.504
C 0.768 -0.864 -1.821
C 0.839 0.786 -3.689
C -0.668 -1.363 2.893
C 1.693 -1.086 2.858
C 0.204 1.066 2.606
C 0.407 -0.375 2.268
N -0.286 -0.240 -1.161
O -3.897 1.184 -3.075
O -1.687 0.310 0.484
O -2.914 2.835 -1.826
O 0.467 -0.465 0.884
Si -1.544 0.288 -2.337
H 1.755 1.043 -1.873
H 2.624 0.061 -2.954
H 0.528 -1.461 -2.627
H 1.292 -1.359 -1.091
H 0.824 1.796 -3.779
H 0.967 0.296 -4.519
H -1.599 -1.268 2.423
H -0.398 -2.325 2.863
H -1.019 -1.121 3.864
H 2.458 -0.729 2.210
H 1.580 -2.128 2.758
H 1.723 -0.590 3.794
H 0.948 1.782 2.301
H -0.643 1.507 2.135
H -0.098 1.447 3.562
H -2.367 -0.989 -2.311

The value obtained for the maximum force is 6.65 eV Å⁻¹. Its spin multiplicity is 1. For the frontier orbital gap, the calculation gives 0.239 Ha. Its charge is -1. The HOMO energy comes out at -3.61 eV. The total energy is -27148.258 eV. As for the energy above the lowest of the compared OMol25 structures with the same formula, charge and spin: 47.8 kcal per mole.

=====

(4)
C24H17CdCl2N5O2 as an isolated structure. Source: OMol25; level of theory: the ωB97M-V functional and the def2-TZVPD basis.

CARTESIAN COORDINATES (ANGSTROEM)
Cd 0.651 0.025 -0.491
Cl 2.139 -1.999 6.047
C 1.934 -1.003 4.640
C 1.722 -1.625 3.415
C 1.549 -0.877 2.259
N 1.316 -1.436 0.995
C 1.484 -2.706 0.665
O 1.790 -3.682 1.349
C 1.315 -2.964 -0.850
C 1.554 -4.252 -1.308
C 1.449 -4.521 -2.659
C 1.102 -3.498 -3.529
C 0.869 -2.244 -2.999
N 0.974 -1.977 -1.695
C 1.597 0.545 2.339
C 1.817 1.144 3.572
C 1.981 0.375 4.717
Cl 2.248 1.189 6.227
N 1.405 1.259 1.149
C 1.650 2.544 0.967
O 2.023 3.414 1.754
C 1.475 2.991 -0.504
C 1.781 4.310 -0.808
C 1.677 4.747 -2.115
C 1.267 3.857 -3.097
C 0.972 2.563 -2.718
N 1.070 2.134 -1.457
H 1.704 -2.702 3.355
H 1.822 -5.000 -0.577
H 1.641 -5.518 -3.034
H 1.011 -3.663 -4.593
H 0.587 -1.417 -3.640
H 1.870 2.219 3.634
H 2.098 4.949 0.003
H 1.919 5.772 -2.370
H 1.177 4.154 -4.132
H 0.645 1.834 -3.451
C -5.936 0.090 0.209
C -4.451 0.079 -0.012
C -3.873 0.685 -1.121
C -2.500 0.654 -1.275
N -1.690 0.056 -0.402
C -2.237 -0.529 0.669
C -3.597 -0.538 0.896
H -6.457 0.614 -0.590
H -6.178 0.577 1.154
H -6.323 -0.929 0.260
H -4.484 1.186 -1.861
H -2.028 1.134 -2.125
H -1.547 -1.001 1.360
H -3.984 -1.023 1.783

The value obtained for the maximum force is 0.40 eV Å⁻¹. Its spin multiplicity is 1. For the frontier orbital gap, the calculation gives 0.258 Ha. Its charge is 0. The HOMO energy comes out at -6.99 eV. The total energy is -66320.937 eV.

=====

(5)
C22H17F5N3ORuTe4 as an isolated structure in a non-equilibrium geometry. Source: OMol25; level of theory: the ωB97M-V functional and the def2-TZVPD basis.

CARTESIAN COORDINATES (ANGSTROEM)
Ru 1.008 -1.686 -0.609
C -2.415 -2.724 1.907
C -1.418 -2.777 0.948
N -0.618 -1.734 0.661
C -0.924 -0.563 1.290
C -1.919 -0.430 2.270
C -2.665 -1.558 2.605
C -2.162 0.878 2.821
C -1.493 1.967 2.390
C -0.490 1.855 1.367
C 0.200 2.934 0.817
C 1.112 2.706 -0.193
C 1.348 1.402 -0.620
N 0.733 0.355 -0.088
C -0.204 0.575 0.859
H -3.010 -3.611 2.082
H -1.217 -3.676 0.381
H -3.456 -1.498 3.342
H -2.943 0.971 3.568
H -1.723 2.952 2.780
H -0.009 3.940 1.163
H 1.642 3.522 -0.665
H 2.055 1.176 -1.405
Te -0.685 -1.702 -2.543
Te 0.966 -2.885 -4.349
Te 1.581 -5.209 -3.036
Te 1.367 -4.387 -0.461
F -5.547 4.574 0.675
C -4.803 3.532 0.219
C -5.120 2.225 0.551
F -6.191 1.995 1.347
C -4.365 1.168 0.094
F -4.753 -0.076 0.458
C -3.198 1.311 -0.722
O -2.469 0.359 -1.095
C -2.960 2.680 -1.073
F -1.920 2.961 -1.886
C -3.714 3.736 -0.613
F -3.394 5.002 -0.969
C 4.746 -2.043 0.293
C 4.149 -1.454 -0.989
C 4.618 0.000 -1.162
C 4.596 -2.287 -2.201
N 2.727 -1.501 -0.905
H 5.841 -2.030 0.253
H 4.396 -3.069 0.416
H 4.412 -1.463 1.156
H 5.707 0.038 -1.277
H 4.335 0.598 -0.294
H 4.160 0.436 -2.052
H 5.686 -2.261 -2.311
H 4.130 -1.902 -3.111
H 4.268 -3.322 -2.081

The value obtained for the maximum force is 1.08 eV Å⁻¹. Its spin multiplicity is 2. For the frontier orbital gap (alpha / beta), the calculation gives 0.183 / 0.175 Ha. Its charge is -2. The HOMO energy (alpha / beta) comes out at -0.81 / -0.60 eV. The total energy is -74951.859 eV. As for the energy above the lowest of the compared OMol25 structures with the same formula, charge and spin: 0.0 kcal per mole. Its expectation value of S² is 0.779.